Computed, not measured: C21H17N3O4S in the gas phase, with the ωB97M-V functional and the def2-TZVPD basis.

Geometry as XYZ:
```
46
Properties=species:S:1:pos:R:3:nbo_charge:R:1
C -1.3712 -3.5188 1.8671 -0.63
C -0.1937 -3.4270 0.9452 0.01
C 0.2056 -4.5183 0.1838 -0.22
C 1.2871 -4.4238 -0.6745 -0.19
C 1.9748 -3.2325 -0.8036 -0.23
C 1.5685 -2.1330 -0.0606 0.24
N 2.2818 -0.9277 -0.1888 -0.18
N 3.6153 -0.9586 -0.3035 -0.24
C 4.0119 0.2966 -0.3573 0.13
C 2.9121 1.1801 -0.2899 -0.17
C 1.8103 0.3503 -0.1794 0.33
N 0.4657 0.6906 -0.1198 -0.62
C -0.5180 0.1166 -0.8872 0.63
O -0.3302 -0.8030 -1.6529 -0.57
C -1.8358 0.7264 -0.6674 0.17
C -3.0378 0.3812 -1.2118 -0.20
C -3.9944 1.2881 -0.6738 -0.15
C -5.3692 1.4742 -0.8205 -0.17
C -5.9640 2.4954 -0.1146 -0.22
C -5.2231 3.3284 0.7283 -0.19
C -3.8623 3.1664 0.8925 -0.27
C -3.2623 2.1384 0.1821 0.36
O -1.9535 1.7928 0.1832 -0.44
C 3.1835 2.6260 -0.2854 -0.64
S 4.9917 2.6135 0.1223 2.15
O 5.1437 2.7162 1.5457 -0.94
O 5.7012 3.5634 -0.6879 -0.93
C 5.3592 0.8835 -0.4139 -0.66
C 0.5063 -2.2351 0.8264 -0.26
H -1.2192 -2.9089 2.7549 0.22
H -2.2653 -3.1563 1.3587 0.22
H -1.5484 -4.5474 2.1709 0.22
H -0.3337 -5.4504 0.2683 0.21
H 1.5912 -5.2830 -1.2529 0.22
H 2.8174 -3.1351 -1.4682 0.23
H 0.2407 1.5542 0.3552 0.42
H -3.2029 -0.4181 -1.9041 0.25
H -5.9410 0.8318 -1.4715 0.22
H -7.0262 2.6625 -0.2100 0.22
H -5.7286 4.1177 1.2632 0.22
H -3.2858 3.8062 1.5411 0.23
H 2.6563 3.1869 0.4813 0.25
H 3.0832 3.1055 -1.2566 0.25
H 6.0659 0.4279 0.2719 0.27
H 5.7733 0.9430 -1.4169 0.25
H 0.2199 -1.3868 1.4310 0.21
```

- E (eV) = -45547.976
- multiplicity = 1
- HOMO energy (eV) = -8.7541
- gap between HOMO and LUMO (hartree) = 0.3136
- LUMO energy (eV) = -0.2212
- energy above the lowest of the compared OMol25 structures with the same formula, charge and spin (kJ/mol) = 0.0
- structure (SMILES) = Cc1cccc(-n2nc3c(c2NC(=O)c2cc4ccccc4o2)CS(=O)(=O)C3)c1